Computed, not measured: one molecule with the formula C23H21N3O4S, with ωB97M-V with the def2-TZVPD basis set.

Last column: Löwdin charge in e.
CARTESIAN COORDINATES (ANGSTROEM)
C 8.207 1.324 -0.831  -0.064
C 6.770 0.934 -1.141  -0.259
O 6.130 0.644 0.089  -0.043
C 4.831 0.273 0.087  -0.260
C 4.036 0.143 -1.049  0.002
C 2.714 -0.243 -0.930  0.002
C 2.174 -0.499 0.318  -0.298
N 0.811 -0.915 0.430  0.045
C -0.146 -0.024 0.802  -0.545
S 0.422 1.612 1.084  1.066
C -1.063 2.419 1.773  -0.338
C -1.997 2.987 0.704  -0.570
O -2.137 4.178 0.534  0.059
N -2.633 2.030 0.012  0.071
C -3.600 2.311 -1.031  -0.081
C -4.783 1.415 -0.890  -0.266
C -4.971 0.115 -1.265  -0.044
C -6.264 -0.244 -0.815  -0.068
C -6.762 0.860 -0.197  -0.121
O -5.873 1.865 -0.234  0.059
N -1.397 -0.301 0.936  0.072
C -1.813 -1.586 0.695  -0.203
C -3.168 -1.901 0.840  -0.018
C -3.601 -3.181 0.583  -0.067
C -2.705 -4.171 0.181  -0.074
C -1.369 -3.875 0.036  -0.006
C -0.909 -2.581 0.289  -0.066
C 0.505 -2.254 0.131  -0.350
O 1.376 -3.018 -0.217  0.112
C 2.960 -0.384 1.458  -0.021
C 4.275 0.003 1.342  0.016
H 8.223 2.197 -0.184  0.078
H 8.711 0.507 -0.323  0.078
H 8.734 1.553 -1.753  0.076
H 6.749 0.051 -1.793  0.127
H 6.253 1.761 -1.648  0.126
H 4.435 0.336 -2.032  0.106
H 2.101 -0.351 -1.812  0.130
H -1.573 1.680 2.388  0.083
H -0.681 3.237 2.382  0.083
H -2.435 1.057 0.247  0.086
H -3.896 3.359 -0.927  0.132
H -3.140 2.161 -2.016  0.134
H -4.278 -0.505 -1.796  0.112
H -6.749 -1.191 -0.938  0.099
H -7.700 1.051 0.285  0.119
H -3.853 -1.128 1.152  0.111
H -4.648 -3.422 0.694  0.106
H -3.062 -5.170 -0.016  0.103
H -0.651 -4.619 -0.273  0.120
H 2.536 -0.599 2.427  0.126
H 4.904 0.100 2.212  0.122

Calculated values
SMILES string: CCOc1ccc(-n2c(SCC(=O)NCc3ccco3)nc3ccccc3c2=O)cc1
Energy above the lowest of the compared OMol25 structures with the same formula, charge and spin in eV: 0.286
LUMO energy in eV: 0.4
Highest occupied orbital energy in hartree: -0.317

Computed, not measured: one molecule with the formula C23H21N3O6S, with ωB97M-V with the def2-TZVPD basis set.

Last column: Löwdin charge in e.
CARTESIAN COORDINATES (ANGSTROEM)
C -3.015 -2.147 -0.909  -0.078
O -1.746 -2.340 -1.485  -0.088
C -0.650 -2.282 -0.673  -0.283
C 0.556 -2.698 -1.240  0.012
C 1.721 -2.693 -0.507  -0.031
C 1.719 -2.241 0.811  -0.298
N 2.901 -2.232 1.553  -0.055
S 4.407 -1.876 0.900  0.667
O 5.252 -1.685 2.040  -0.286
O 4.754 -2.864 -0.071  -0.271
C 4.090 -0.310 0.096  -0.258
C 4.119 0.844 0.854  -0.052
C 3.738 2.043 0.272  -0.053
C 3.288 2.064 -1.038  -0.019
C 3.260 0.894 -1.788  -0.137
C 2.698 0.871 -3.178  -0.431
O 3.331 0.767 -4.201  0.099
N 1.333 0.948 -3.172  0.068
N 0.665 1.063 -2.017  0.065
C -0.605 1.110 -1.995  -0.085
C -1.301 1.267 -0.738  -0.214
C -0.594 1.331 0.468  -0.034
C -1.265 1.462 1.661  0.010
C -2.656 1.538 1.688  -0.199
C -3.370 1.518 0.484  -0.206
C -2.689 1.372 -0.716  0.031
O -4.736 1.637 0.448  -0.026
C -5.282 2.128 1.653  -0.147
C -4.670 1.394 2.845  -0.145
O -3.279 1.626 2.902  -0.021
C 3.689 -0.299 -1.224  0.004
C 0.520 -1.825 1.375  -0.019
C -0.659 -1.858 0.649  -0.027
H -3.193 -2.853 -0.091  0.100
H -3.732 -2.334 -1.707  0.097
H -3.142 -1.123 -0.543  0.069
H 0.549 -3.043 -2.262  0.122
H 2.640 -3.065 -0.930  0.099
H 2.817 -1.894 2.498  0.118
H 4.450 0.787 1.879  0.114
H 3.771 2.957 0.845  0.109
H 2.956 2.991 -1.481  0.123
H 0.836 0.890 -4.066  0.168
H -1.211 1.045 -2.905  0.132
H 0.481 1.261 0.439  0.107
H -0.740 1.499 2.602  0.124
H -3.266 1.350 -1.628  0.132
H -5.076 3.203 1.746  0.140
H -6.358 1.963 1.595  0.134
H -4.864 0.317 2.744  0.139
H -5.083 1.753 3.788  0.134
H 3.712 -1.210 -1.797  0.123
H 0.500 -1.483 2.400  0.115
H -1.571 -1.540 1.127  0.107

Calculated values
SMILES string: COc1ccc(NS(=O)(=O)c2cccc(C(=O)N/N=C/c3ccc4c(c3)OCCO4)c2)cc1
Energy above the lowest of the compared OMol25 structures with the same formula, charge and spin in eV: 2.618
LUMO energy in eV: 0.3
Highest occupied orbital energy in hartree: -0.298

Computed, not measured: C23H21N4O4RhS3Te as an isolated structure, with ωB97M-V with the def2-TZVPD basis set.

Last column: Löwdin charge in e.
CARTESIAN COORDINATES (ANGSTROEM)
Rh 0.318 0.312 -2.293  0.484
C -0.712 -2.239 0.318  0.008
C -0.157 -0.884 0.553  -0.300
N 0.210 0.032 -0.334  0.021
C 0.736 1.108 0.351  -0.105
C 0.682 0.845 1.679  -0.054
N 0.113 -0.400 1.779  0.207
C 1.129 1.550 2.911  -0.480
O 1.691 2.724 2.747  0.143
O 0.970 1.004 3.976  0.113
C 1.242 2.267 -0.422  -0.549
O 1.708 3.239 0.171  0.076
O 1.122 2.132 -1.689  -0.129
H -0.770 -2.443 -0.748  0.028
H -1.712 -2.317 0.744  0.079
H -0.073 -2.985 0.793  0.093
H -0.044 -0.856 2.667  0.183
H 1.727 2.990 1.772  0.078
C 5.293 2.173 1.837  -0.035
C 4.710 1.343 0.729  -0.255
C 4.349 0.019 0.933  -0.017
C 3.752 -0.741 -0.068  -0.327
C 3.423 -2.179 0.239  -0.096
C 3.497 -0.137 -1.312  -0.497
Te 2.297 -1.185 -2.699  1.094
C 3.905 1.183 -1.560  -0.325
C 3.734 1.875 -2.884  -0.090
C 4.502 1.895 -0.527  -0.015
H 5.358 1.608 2.766  0.079
H 4.673 3.054 2.016  0.083
H 6.294 2.522 1.577  0.085
H 4.528 -0.435 1.901  0.117
H 3.726 -2.422 1.257  0.078
H 3.938 -2.858 -0.441  0.076
H 2.358 -2.386 0.138  0.033
H 2.819 1.584 -3.392  0.013
H 4.569 1.629 -3.546  0.090
H 3.716 2.955 -2.745  0.088
H 4.779 2.929 -0.701  0.131
S -4.775 2.180 -0.565  0.625
C -3.999 0.909 -1.255  -1.099
S -2.614 1.064 -2.313  0.967
C -2.432 -0.668 -2.350  -1.080
N -3.341 -1.306 -1.706  0.038
N -4.249 -0.429 -1.151  -0.145
C -5.335 -1.019 -0.431  -0.216
C -5.085 -2.129 0.364  -0.020
C -6.129 -2.722 1.055  -0.077
C -7.414 -2.210 0.952  -0.084
C -7.654 -1.109 0.143  -0.069
C -6.618 -0.510 -0.557  -0.043
S -1.049 -1.394 -3.124  0.500
H -4.084 -2.533 0.416  0.093
H -5.935 -3.588 1.674  0.104
H -8.228 -2.671 1.495  0.104
H -8.655 -0.712 0.048  0.107
H -6.804 0.345 -1.189  0.091

Calculated values
Energy above the lowest of the compared OMol25 structures with the same formula, charge and spin in eV: 0.000
LUMO energy (spin up / spin down) in eV: -2.0 / -2.0
Highest occupied orbital energy (spin up / spin down) in hartree: -0.302 / -0.302

Computed, not measured: one molecule with the formula C23H21NO3S, with ωB97M-V with the def2-TZVPD basis set.

Last column: Löwdin charge in e.
CARTESIAN COORDINATES (ANGSTROEM)
C -1.424 -2.863 0.018  0.046
C -0.483 -1.971 0.774  -0.548
O -0.785 -0.907 1.259  0.062
O 0.740 -2.492 0.825  0.015
C 1.785 -1.712 1.416  -0.110
C 2.911 -1.543 0.433  -0.211
C 4.112 -2.212 0.629  -0.028
C 5.157 -2.085 -0.270  -0.070
C 5.011 -1.286 -1.391  -0.072
C 3.822 -0.611 -1.602  -0.090
C 2.782 -0.731 -0.694  -0.458
S 1.255 0.137 -1.057  1.076
C 1.332 1.529 0.045  -0.414
C 2.431 1.757 0.862  -0.082
C 2.470 2.874 1.678  -0.074
C 1.429 3.786 1.668  -0.076
C 0.344 3.570 0.838  -0.015
C 0.274 2.441 0.035  -0.152
C -0.923 2.282 -0.855  -0.488
O -1.299 3.163 -1.604  0.075
N -1.538 1.091 -0.729  0.052
C -2.711 0.743 -1.497  -0.116
C -3.699 -0.032 -0.673  -0.218
C -3.940 0.317 0.650  -0.037
C -4.833 -0.409 1.416  -0.078
C -5.502 -1.490 0.868  -0.097
C -5.275 -1.840 -0.452  -0.094
C -4.376 -1.117 -1.216  -0.060
H -1.402 -2.563 -1.029  0.097
H -2.436 -2.734 0.391  0.082
H -1.106 -3.898 0.092  0.089
H 2.132 -2.252 2.302  0.136
H 1.370 -0.744 1.721  0.118
H 4.226 -2.843 1.499  0.114
H 6.081 -2.613 -0.096  0.105
H 5.820 -1.186 -2.099  0.106
H 3.691 0.018 -2.469  0.106
H 3.264 1.070 0.860  0.104
H 3.329 3.032 2.313  0.105
H 1.467 4.663 2.296  0.102
H -0.470 4.278 0.797  0.122
H -1.253 0.443 -0.006  0.077
H -3.149 1.684 -1.854  0.134
H -2.418 0.158 -2.379  0.128
H -3.422 1.161 1.081  0.119
H -5.009 -0.130 2.445  0.103
H -6.200 -2.058 1.467  0.099
H -5.796 -2.681 -0.887  0.101
H -4.198 -1.396 -2.245  0.111

Calculated values
SMILES string: CC(=O)OCc1ccccc1Sc1ccccc1C(=O)NCc1ccccc1
LUMO energy in eV: 0.6
Highest occupied orbital energy in hartree: -0.305

Total energy readings, ordered: -1752.50971; -1902.90805; -2982.25335; -1567.76454 hartree